1.
# C39H85FIN2O9

8 unconnected molecules or ions with the total composition C39H85FIN2O9 (the ωB97M-V functional and the def2-TZVPD basis, the OMol25 dataset).

Last column: Löwdin charge in e.
Cartesian coordinates (Å):
C: 4.00535 -1.12462 5.08029  0.099
C: 4.29112 -1.40901 3.76022  -0.066
C: 3.22150 -1.07098 2.79086  -0.188
N: 2.32515 -1.93866 2.37670  0.054
F: 2.27401 -3.21531 2.77593  0.138
C: 1.39004 -1.40505 1.49989  -0.097
C: 0.23415 -2.12518 0.89025  -0.127
C: -1.02442 -2.14681 1.79381  -0.052
C: 1.81719 -0.12391 1.41921  -0.133
C: 1.15569 0.96433 0.60578  -0.088
C: 0.20212 1.76325 1.55124  -0.164
C: -0.96455 2.45671 0.80941  -0.182
C: -2.25622 2.32530 1.66156  -0.189
C: -2.97802 0.99717 1.38278  -0.161
C: -4.49464 1.15097 1.12314  -0.172
O: -4.91681 0.00077 0.36174  -0.055
C: -5.67998 0.38582 -0.72697  -0.505
C: -7.16825 0.59689 -0.50809  0.028
O: -5.16247 0.54636 -1.80703  0.117
N: 2.94473 0.09059 2.19539  0.072
C: 3.69750 1.32753 2.34842  -0.130
C: 5.17466 1.17783 1.93297  -0.264
C: 5.27823 0.88627 0.42553  -0.631
I: 4.78349 2.57853 -0.78375  0.890
H: 4.51068 -0.34782 5.65733  0.082
H: 3.21748 -1.68928 5.59048  0.088
H: 5.20215 -1.90178 3.42224  0.123
H: 0.57960 -3.13545 0.64830  0.122
H: 0.01042 -1.65774 -0.07111  0.117
H: -1.89409 -1.85754 1.20556  0.069
H: -1.16519 -3.17165 2.16219  0.060
H: -0.93621 -1.50160 2.67048  0.079
H: 1.90130 1.63544 0.16965  0.072
H: 0.57152 0.49808 -0.18747  0.118
H: -0.24866 1.00133 2.20310  0.101
H: 0.75454 2.43020 2.22014  0.118
H: -0.73672 3.52458 0.70718  0.111
H: -1.10811 2.07006 -0.20348  0.107
H: -2.89181 3.20843 1.58429  0.097
H: -1.91491 2.28822 2.70281  0.109
H: -2.89503 0.30381 2.22756  0.107
H: -2.56210 0.45029 0.52881  0.110
H: -4.63264 2.08413 0.56674  0.132
H: -4.99423 1.18114 2.08968  0.108
H: -7.72855 0.11563 -1.30823  0.091
H: -7.44289 0.11227 0.43546  0.071
H: -7.38047 1.66520 -0.43952  0.089
H: 3.65901 1.71398 3.36923  0.138
H: 3.29085 2.10069 1.69343  0.075
H: 5.62679 0.33819 2.46717  0.096
H: 5.67593 2.12589 2.13905  0.110
H: 6.28280 0.56949 0.15078  0.046
H: 4.60554 0.05051 0.20925  0.047
C: -0.21000 -7.10846 4.87702  -0.055
C: -0.92923 -6.43877 3.71892  -0.480
C: -0.72305 -7.20873 2.42435  -0.055
O: -0.44894 -5.09802 3.56348  -0.073
H: 0.86640 -7.14471 4.69011  0.061
H: -0.35646 -6.54516 5.80007  0.081
H: -0.57108 -8.12624 5.02945  0.088
H: -1.99501 -6.36856 3.93905  0.140
H: 0.33875 -7.25033 2.16583  0.075
H: -1.23746 -6.71339 1.59884  0.078
H: -1.09867 -8.22889 2.50668  0.086
H: 0.49308 -5.14569 3.36848  0.068
C: -7.23831 3.94084 2.86725  -0.052
C: -6.21910 3.46284 3.88902  -0.483
C: -6.06339 4.46088 5.02505  -0.059
O: -4.95423 3.25927 3.24825  -0.078
H: -6.92155 4.88764 2.42018  0.085
H: -7.33366 3.21803 2.05505  0.068
H: -8.21860 4.08318 3.32297  0.085
H: -6.52810 2.49622 4.28980  0.140
H: -5.70968 5.42407 4.64647  0.083
H: -5.32407 4.10854 5.74555  0.079
H: -7.00893 4.61868 5.54499  0.083
H: -4.66587 4.10531 2.88864  0.086
C: 3.37186 3.16692 -4.62498  -0.078
C: 4.01724 4.20134 -5.53386  -0.488
C: 5.10496 3.58108 -6.39590  -0.056
O: 4.57351 5.25485 -4.74344  -0.056
H: 4.11081 2.73535 -3.94249  0.025
H: 2.59874 3.62812 -4.00700  0.068
H: 2.91888 2.35993 -5.20203  0.078
H: 3.25662 4.65221 -6.17298  0.138
H: 5.90090 3.16270 -5.77143  0.081
H: 5.56384 4.33343 -7.03687  0.064
H: 4.70400 2.78631 -7.02671  0.085
H: 5.24908 4.86930 -4.17618  0.077
C: 4.56971 -10.14284 3.73726  -0.060
C: 4.03275 -8.85955 3.12391  -0.494
C: 4.80249 -7.64522 3.62231  -0.067
O: 2.64733 -8.71533 3.44216  -0.070
H: 4.46657 -10.12268 4.82579  0.083
H: 4.00479 -11.00313 3.37778  0.082
H: 5.62230 -10.28949 3.49119  0.082
H: 4.10126 -8.91612 2.03682  0.139
H: 4.70645 -7.54674 4.70739  0.081
H: 4.40187 -6.73073 3.17980  0.069
H: 5.86208 -7.71803 3.37308  0.081
H: 2.56868 -8.66508 4.40101  0.074
C: 6.03268 6.08472 -11.54008  -0.065
C: 6.42193 6.07645 -10.06982  -0.497
C: 7.85511 6.54713 -9.87537  -0.065
O: 6.27104 4.75890 -9.53853  -0.065
H: 6.67277 5.40726 -12.11214  0.081
H: 5.00618 5.73824 -11.66576  0.079
H: 6.11765 7.08526 -11.96668  0.080
H: 5.74500 6.72136 -9.50769  0.138
H: 8.55237 5.88411 -10.39523  0.081
H: 8.12328 6.52919 -8.81819  0.078
H: 7.99372 7.56125 -10.25304  0.080
H: 6.86279 4.17484 -10.02446  0.087
C: -7.56019 -2.95278 4.51550  -0.064
C: -8.11660 -2.28176 3.26939  -0.495
C: -7.91188 -3.14877 2.03650  -0.061
O: -7.48086 -1.01672 3.07860  -0.068
H: -6.48352 -3.11911 4.41534  0.079
H: -7.70657 -2.31726 5.38971  0.079
H: -8.04435 -3.91323 4.69784  0.081
H: -9.18019 -2.08213 3.40466  0.139
H: -6.84622 -3.32085 1.85899  0.081
H: -8.30847 -2.65259 1.14950  0.076
H: -8.40632 -4.11512 2.14521  0.081
H: -6.53811 -1.17482 2.95650  0.077
C: -2.33043 2.97340 -5.72352  -0.060
C: -1.09558 2.60956 -4.91422  -0.496
C: -0.88416 3.58180 -3.76224  -0.066
O: 0.05374 2.60893 -5.76052  -0.061
H: -2.22446 3.97004 -6.16085  0.083
H: -2.46559 2.27392 -6.54887  0.081
H: -3.22871 2.95966 -5.10423  0.081
H: -1.19891 1.59580 -4.52395  0.137
H: -0.73252 4.59758 -4.13723  0.084
H: 0.00910 3.31339 -3.19433  0.065
H: -1.74078 3.58593 -3.08541  0.076
H: 0.16087 3.49779 -6.11601  0.086

Atoms 1-2, force components in eV/Å:
C 0.093 -0.044 -0.286
C -0.387 0.490 0.428

Calculated values
Total charge   +1
Spin multiplicity   1
Gap between HOMO and LUMO   7.034 eV
LUMO level   -4.22 eV
E_tot   -2720.77602 Eh
HOMO energy   -11.3 eV



2.
# C39H86BN5O6

5 unconnected molecules or ions with the total composition C39H86BN5O6 (the ωB97M-V functional and the def2-TZVPD basis, the OMol25 dataset).

Last column: Löwdin charge in e.
Cartesian coordinates (Å):
C: 3.02921 -2.04980 -2.11412  -0.126
C: 1.61200 -1.50235 -2.70215  -0.231
C: 1.23878 -0.15956 -1.84026  -0.213
C: 1.21704 1.07467 -2.87359  -0.208
C: 0.36322 2.36347 -2.34657  -0.205
C: -1.08700 1.96931 -1.78043  -0.207
C: -2.20734 3.10539 -1.96156  -0.197
C: -3.56690 2.54530 -2.64468  -0.191
C: -4.76222 2.84615 -1.61811  -0.193
C: -6.19771 2.41635 -2.18983  -0.109
C: -6.60444 0.89037 -1.95102  -0.173
O: -6.30851 0.45509 -0.57875  -0.015
C: -5.03995 -0.24268 -0.49594  -0.363
O: -4.38078 -0.55469 0.50085  0.134
O: -4.75620 -0.49009 -1.89206  0.028
C: -5.92035 -0.29195 -2.77770  -0.326
C: -6.75405 -1.64351 -2.52787  0.050
B: -6.99160 -2.58045 -3.82940  -0.470
O: -6.09054 -2.76855 -4.92992  0.108
O: -8.27502 -3.28877 -3.89203  0.056
O: -5.27302 -0.04757 -4.03741  0.062
C: -6.09991 0.62235 -4.95022  -0.213
N: -6.68302 1.31189 -5.73814  0.174
H: 3.79206 -1.19658 -2.07178  0.065
H: 2.85747 -2.47429 -1.06827  0.050
H: 3.42086 -2.91317 -2.76906  0.074
H: 0.78462 -2.28489 -2.52942  0.104
H: 1.68326 -1.24147 -3.81718  0.095
H: 2.03290 -0.01801 -1.03321  0.100
H: 0.23857 -0.38187 -1.33861  0.089
H: 2.29865 1.42945 -3.00391  0.099
H: 0.83403 0.79892 -3.91826  0.108
H: 0.32542 3.10740 -3.21682  0.106
H: 0.97464 2.84273 -1.50559  0.099
H: -0.96393 1.75186 -0.65763  0.114
H: -1.39249 0.99087 -2.29400  0.105
H: -2.44792 3.50785 -0.90483  0.108
H: -1.86954 4.00742 -2.57509  0.106
H: -3.73382 3.12949 -3.61535  0.117
H: -3.41304 1.42986 -2.86014  0.094
H: -4.53041 2.41920 -0.57517  0.121
H: -4.79353 3.99464 -1.47424  0.126
H: -6.97820 3.05557 -1.62130  0.130
H: -6.25268 2.76449 -3.27853  0.116
H: -7.75491 0.86845 -1.92728  0.172
H: -7.79951 -1.31613 -2.15393  0.141
H: -6.33566 -2.31812 -1.70130  0.152
H: -6.68963 -2.91417 -5.70813  0.125
H: -8.12558 -4.25580 -3.76703  0.110
C: -9.07769 -3.21075 5.73987  -0.094
C: -8.62166 -2.37655 4.54744  -0.274
N: -7.20535 -2.02457 4.56882  -0.191
C: -6.84634 -1.03985 3.54863  -0.236
C: -6.97939 -1.45310 2.08284  -0.088
C: -6.27035 -3.13783 4.70993  -0.248
C: -6.30505 -4.22819 3.64091  -0.088
H: -8.88250 -2.69338 6.68252  0.078
H: -10.15417 -3.39141 5.67229  0.072
H: -8.58945 -4.18775 5.76856  0.063
H: -9.21182 -1.45275 4.56123  0.117
H: -8.89384 -2.90828 3.62747  0.094
H: -5.82126 -0.69955 3.72401  0.115
H: -7.46529 -0.14981 3.70645  0.110
H: -6.16105 -2.10351 1.77078  0.052
H: -6.93238 -0.56470 1.44917  0.053
H: -7.92709 -1.95338 1.87257  0.071
H: -6.43838 -3.60726 5.68502  0.100
H: -5.24921 -2.74429 4.78002  0.109
H: -7.32194 -4.50584 3.35516  0.068
H: -5.81759 -5.13135 4.02135  0.072
H: -5.75973 -3.93185 2.74536  0.051
C: -1.99301 -2.91041 2.46972  -0.088
C: -0.68416 -3.54417 2.93046  -0.269
N: 0.32469 -3.66584 1.88201  -0.188
C: 1.47134 -4.47902 2.28467  -0.249
C: 2.35208 -3.95500 3.41981  -0.091
C: 0.65856 -2.43584 1.16855  -0.247
C: 1.20138 -1.26898 1.99096  -0.078
H: -2.43975 -3.47709 1.64890  0.080
H: -2.70752 -2.89844 3.29781  0.065
H: -1.85774 -1.87525 2.14778  0.063
H: -0.92879 -4.54754 3.29854  0.118
H: -0.30844 -2.97783 3.79138  0.096
H: 2.10246 -4.66626 1.41036  0.111
H: 1.09831 -5.46731 2.57484  0.108
H: 3.01333 -3.15522 3.08246  0.054
H: 2.99565 -4.76125 3.78328  0.070
H: 1.76986 -3.59507 4.26986  0.066
H: -0.23461 -2.09379 0.63466  0.099
H: 1.37139 -2.66487 0.36824  0.087
H: 0.66571 -1.13213 2.93278  0.071
H: 1.09877 -0.33947 1.42197  0.061
H: 2.26274 -1.38776 2.20742  0.056
C: 6.03847 1.29197 -3.41692  -0.080
C: 7.04978 1.20543 -2.27599  -0.268
N: 7.40247 -0.15429 -1.87976  -0.189
C: 8.18305 -0.20377 -0.64409  -0.247
C: 9.57777 0.42334 -0.65759  -0.090
C: 7.87791 -1.03014 -2.94776  -0.249
C: 9.12483 -0.59453 -3.71472  -0.088
H: 5.10764 0.77737 -3.16411  0.060
H: 5.79930 2.34071 -3.61525  0.073
H: 6.43069 0.87032 -4.34537  0.066
H: 6.59714 1.71361 -1.41624  0.094
H: 7.93642 1.78780 -2.55502  0.099
H: 8.27069 -1.24440 -0.31719  0.112
H: 7.59948 0.28657 0.14307  0.103
H: 10.30339 -0.21502 -1.16408  0.055
H: 9.93182 0.54600 0.36998  0.071
H: 9.58939 1.40927 -1.12564  0.066
H: 7.06369 -1.16983 -3.66671  0.100
H: 8.04567 -2.03499 -2.54208  0.115
H: 9.12298 0.47164 -3.95121  0.069
H: 9.18032 -1.13658 -4.66388  0.073
H: 10.03708 -0.82854 -3.16702  0.054
C: 5.35749 6.74645 2.68586  -0.093
C: 4.86411 5.90776 1.51166  -0.272
N: 5.88671 5.05581 0.91207  -0.190
C: 5.45509 4.44373 -0.34347  -0.247
C: 4.29901 3.44354 -0.28775  -0.091
C: 6.59221 4.16073 1.82588  -0.247
C: 5.75725 3.14573 2.60409  -0.086
H: 6.18913 7.39084 2.39005  0.079
H: 4.54776 7.38698 3.04628  0.073
H: 5.67601 6.12734 3.52785  0.063
H: 4.50216 6.60847 0.75018  0.118
H: 3.99417 5.32685 1.84138  0.096
H: 6.31240 3.95859 -0.82048  0.099
H: 5.17420 5.24853 -1.03158  0.111
H: 4.62086 2.47395 0.09669  0.052
H: 3.91786 3.26767 -1.29822  0.063
H: 3.46378 3.80177 0.31670  0.066
H: 7.14862 4.77124 2.54485  0.100
H: 7.37470 3.62569 1.27411  0.112
H: 4.82945 3.57197 2.99153  0.069
H: 6.32927 2.78079 3.46286  0.073
H: 5.51377 2.27415 1.99713  0.051

Atoms 1-2, force components in eV/Å:
C -0.747 -0.415 -0.798
C 0.688 0.250 1.350

Calculated values
Total charge   0
Spin multiplicity   1
Gap between HOMO and LUMO   8.058 eV
LUMO level   0.05 eV
E_tot   -2287.50830 Eh
HOMO energy   -8.0 eV